1.
{"formula": "C26H48ClN5O3P", "method": "wB97M-V/def2-TZVPD", "species": ["C", "C", "C", "C", "C", "C", "C", "C", "N", "C", "N", "C", "C", "O", "O", "P", "N", "N", "C", "Cl", "N", "C", "C", "O", "H", "H", "H", "H", "H", "H", "H", "H", "H", "H", "H", "H", "H", "H", "H", "H", "H", "H", "H", "H", "C", "C", "C", "C", "C", "C", "H", "H", "H", "H", "H", "H", "H", "H", "H", "H", "H", "H", "H", "H", "C", "C", "C", "C", "C", "C", "H", "H", "H", "H", "H", "H", "H", "H", "H", "H", "H", "H", "H", "H"], "xyz": [[1.131, -4.623, 1.970], [1.889, -3.549, 1.213], [3.262, -3.589, 1.278], [4.074, -2.676, 0.663], [3.483, -1.689, -0.092], [2.131, -1.663, -0.190], [1.296, -2.553, 0.456], [-0.225, -2.486, 0.323], [-0.572, -2.279, -1.077], [-0.881, -1.213, -1.870], [-0.916, 0.089, -1.496], [-1.343, 1.024, -2.553], [-2.845, 0.949, -2.809], [-3.377, 1.823, -3.456], [-3.561, -0.078, -2.254], [-0.547, 0.837, 0.025], [-0.010, 2.289, -0.133], [-1.158, -1.620, -3.094], [-0.997, -2.940, -3.120], [-1.214, -3.910, -4.467], [-0.637, -3.333, -1.910], [-0.360, -4.748, -1.620], [-1.668, -5.446, -1.184], [-1.565, -5.861, 0.170], [0.082, -4.394, 2.149], [1.590, -4.698, 2.961], [1.261, -5.612, 1.526], [3.735, -4.384, 1.848], [5.146, -2.772, 0.769], [4.120, -0.964, -0.584], [1.684, -0.873, -0.790], [-0.575, -3.466, 0.646], [-0.683, -1.766, 0.999], [-1.143, 2.058, -2.276], [-0.805, 0.841, -3.482], [-4.144, -0.409, -2.951], [-1.764, 0.866, 0.749], [0.436, 0.089, 0.697], [-0.640, 2.941, 0.323], [0.362, -4.813, -0.804], [0.082, -5.262, -2.467], [-2.475, -4.699, -1.240], [-1.957, -6.255, -1.861], [-2.321, -6.438, 0.324], [-4.269, 3.073, 0.638], [-4.971, 1.766, 0.275], [-6.425, 1.959, -0.152], [-7.343, 2.544, 0.922], [-7.409, 1.745, 2.223], [-7.965, 0.336, 2.040], [-4.736, 3.560, 1.494], [-3.223, 2.886, 0.900], [-4.283, 3.769, -0.203], [-4.909, 1.070, 1.117], [-4.431, 1.298, -0.550], [-6.823, 0.997, -0.488], [-6.453, 2.616, -1.027], [-8.351, 2.627, 0.505], [-7.031, 3.566, 1.152], [-8.050, 2.284, 2.925], [-6.421, 1.693, 2.690], [-8.968, 0.365, 1.612], [-8.026, -0.177, 3.002], [-7.330, -0.267, 1.387], [8.187, 4.662, -0.133], [7.874, 3.605, 0.922], [7.439, 2.266, 0.328], [6.149, 2.311, -0.494], [4.923, 2.837, 0.252], [4.528, 1.976, 1.447], [7.309, 4.907, -0.733], [8.527, 5.583, 0.341], [8.977, 4.319, -0.805], [7.111, 3.985, 1.607], [8.770, 3.438, 1.525], [7.330, 1.540, 1.139], [8.242, 1.883, -0.310], [5.937, 1.299, -0.859], [6.307, 2.923, -1.387], [4.083, 2.871, -0.447], [5.089, 3.866, 0.580], [4.318, 0.948, 1.136], [3.627, 2.373, 1.919], [5.311, 1.950, 2.205]], "atomic_forces_ev_per_a": [[0.4455, 0.2767, 0.5202], [-0.8266, -0.7530, 0.3505], [0.8395, -0.7326, 0.5777], [0.3148, -0.2321, 0.0339], [1.3569, 0.2524, -0.1349], [-1.2834, 1.2812, -0.8287], [-0.2959, -0.1795, 0.3278], [1.4755, -0.6038, 0.3557], [-0.7644, 0.8520, -0.1657], [0.1177, -0.1285, 0.9829], [0.5089, -0.1561, 0.0882], [-0.7838, -0.1512, 0.2856], [-0.9327, 1.5445, -0.9547], [0.6232, -1.2103, 0.4740], [1.1372, -0.3002, -0.3399], [0.1270, 2.1541, 0.6764], [-0.2147, -0.4452, -0.0414], [-0.1944, 0.0199, -1.4318], [0.0609, 2.2454, 0.9678], [0.0164, -0.1005, 0.1207], [0.6347, -3.0997, -1.4331], [-0.4894, -0.4264, 1.5470], [-0.4537, 0.5999, 0.1449], [0.1211, -0.1759, -0.4500], [0.0076, -0.2347, -0.1359], [-0.1137, -0.0180, -0.0427], [-0.2673, 0.1152, -0.1596], [-0.1222, 0.0124, 0.0548], [0.0078, 0.1711, -0.0791], [-0.2519, 0.1052, -0.1172], [0.1086, -0.0887, -0.0864], [-0.5365, 0.1645, -0.3527], [-0.1909, 0.2223, -0.4358], [0.2297, -0.1900, 0.3272], [-0.1246, -0.1683, 0.0145], [-0.4530, 0.2653, 0.1896], [0.1751, -0.8659, -0.0102], [-0.5664, -0.6910, -0.4797], [0.0943, 0.2649, -0.3167], [-0.0398, 0.0657, -0.0737], [0.0262, 0.5501, -0.2910], [0.0711, -0.0899, -0.2135], [0.3219, -0.1035, 0.1175], [0.0981, -0.0459, 0.3161], [0.0201, -0.1511, 0.0333], [0.1037, 0.1577, -0.0252], [-0.0599, -0.0836, -0.0273], [0.0627, 0.0735, 0.0510], [-0.1299, -0.0387, -0.0725], [0.1050, 0.0199, 0.1210], [0.0241, 0.0268, -0.0100], [0.0063, 0.0807, 0.0231], [-0.0160, 0.0183, 0.0217], [-0.0524, -0.0022, 0.0099], [-0.0650, -0.0276, 0.0531], [-0.0122, 0.0081, 0.0075], [0.0353, -0.0096, 0.0002], [0.0014, -0.0065, 0.0126], [-0.0025, -0.0019, -0.0257], [0.0495, 0.0159, 0.0166], [0.0029, 0.0294, -0.0049], [0.0178, -0.0176, -0.0335], [-0.0355, -0.0333, -0.0305], [-0.0310, -0.0062, -0.0225], [-0.0510, 0.0369, 0.1323], [0.0964, 0.0036, -0.1145], [-0.0277, -0.0678, 0.0852], [0.0242, 0.0863, -0.0436], [-0.0412, -0.1777, -0.0547], [-0.0573, 0.1703, 0.0324], [0.0216, -0.0004, -0.0259], [0.0126, 0.0117, -0.0523], [-0.0285, -0.0002, -0.0293], [-0.0071, -0.0313, 0.0056], [-0.0373, -0.0071, 0.0382], [-0.0101, -0.0065, -0.0149], [0.0079, 0.0187, 0.0071], [-0.0147, 0.0039, 0.0007], [0.0153, -0.0142, 0.0020], [0.0036, 0.0631, 0.0106], [0.0230, -0.0026, -0.0185], [0.0379, -0.0194, 0.0261], [-0.0034, -0.0521, 0.0231], [-0.0031, -0.0397, -0.0056]], "lumo_energy_ev": -2.97, "e_homo_ev": -12.23, "mol_weight_g_mol": 545.129, "e_above_lowest_kj_mol": 0.00, "max_force_ev_per_a": 3.47, "gap_ha": 0.34020, "total_charge": 1}

2.
{"formula": "C26H48F12N2O8P2", "method": "wB97M-V/def2-TZVPD", "species": ["C", "C", "C", "C", "C", "C", "N", "O", "C", "C", "C", "H", "H", "H", "H", "H", "H", "H", "H", "H", "H", "H", "H", "H", "H", "H", "H", "H", "H", "C", "C", "C", "C", "C", "C", "N", "O", "C", "C", "C", "H", "H", "H", "H", "H", "H", "H", "H", "H", "H", "H", "H", "H", "H", "H", "H", "H", "H", "P", "F", "F", "F", "F", "F", "F", "P", "F", "F", "F", "F", "F", "F", "C", "C", "C", "O", "C", "O", "O", "H", "H", "H", "H", "H", "H", "C", "C", "C", "O", "C", "O", "O", "H", "H", "H", "H", "H", "H"], "xyz": [[-2.510, -5.279, -2.885], [-1.991, -4.444, -4.034], [-2.973, -4.560, -5.195], [-2.578, -3.675, -6.354], [-2.520, -2.224, -5.880], [-1.736, -1.970, -4.571], [-1.994, -3.059, -3.621], [-1.367, -2.853, -2.410], [-2.297, -0.689, -3.957], [-0.253, -1.869, -4.947], [-0.607, -5.032, -4.474], [-1.832, -5.301, -2.038], [-2.679, -6.329, -3.195], [-3.519, -4.936, -2.638], [-4.008, -4.341, -4.917], [-3.016, -5.601, -5.569], [-3.263, -3.785, -7.211], [-1.621, -3.913, -6.842], [-3.555, -1.847, -5.859], [-2.102, -1.585, -6.680], [-1.962, 0.142, -4.602], [-1.953, -0.439, -2.957], [-3.382, -0.792, -3.950], [0.367, -2.190, -4.104], [0.070, -0.834, -5.150], [0.062, -2.427, -5.838], [-0.187, -5.575, -3.627], [0.110, -4.274, -4.772], [-0.707, -5.685, -5.353], [4.461, -0.598, 2.973], [3.548, 0.622, 3.073], [4.310, 1.675, 3.906], [3.763, 3.077, 3.953], [3.554, 3.518, 2.507], [2.867, 2.518, 1.548], [3.297, 1.165, 1.750], [2.724, 0.275, 0.871], [3.276, 2.952, 0.143], [1.328, 2.712, 1.682], [2.269, 0.292, 3.933], [5.504, -0.332, 3.174], [4.291, -1.069, 2.002], [4.172, -1.404, 3.656], [5.325, 1.725, 3.477], [4.537, 1.239, 4.893], [4.481, 3.778, 4.394], [2.797, 3.157, 4.457], [4.475, 3.906, 2.049], [2.927, 4.425, 2.526], [3.019, 3.999, -0.096], [2.652, 2.383, -0.560], [4.306, 2.757, -0.160], [1.025, 3.768, 1.594], [0.946, 2.311, 2.625], [0.755, 2.184, 0.917], [2.010, 1.276, 4.350], [2.462, -0.398, 4.754], [1.391, -0.022, 3.369], [-2.487, -1.043, 1.595], [-1.929, -1.212, 0.096], [-3.973, -1.549, 1.149], [-2.078, -2.556, 1.964], [-2.973, -0.855, 3.159], [-1.018, -0.468, 2.008], [-2.960, 0.526, 1.348], [0.961, -4.293, 3.689], [2.256, -4.174, 4.684], [-0.015, -3.919, 4.933], [1.077, -2.735, 3.292], [-0.289, -4.457, 2.690], [1.977, -4.668, 2.470], [0.860, -5.877, 4.093], [-3.556, 2.328, 4.194], [-2.124, 2.763, 4.145], [-1.825, 3.708, 2.967], [-0.990, 4.708, 3.566], [-1.094, 4.663, 4.899], [-0.608, 5.456, 5.654], [-1.870, 3.628, 5.275], [-3.795, 1.821, 5.137], [-3.828, 1.571, 3.455], [-4.268, 3.161, 4.194], [-1.453, 1.903, 4.072], [-2.774, 4.177, 2.688], [-1.347, 3.204, 2.133], [0.010, 4.359, -1.451], [-0.358, 3.156, -2.272], [0.553, 2.710, -3.417], [0.588, 1.299, -3.306], [0.221, 0.934, -2.025], [0.215, -0.151, -1.601], [-0.263, 2.032, -1.381], [0.066, 5.255, -2.087], [1.022, 4.354, -1.039], [-0.647, 4.492, -0.594], [-1.398, 3.179, -2.610], [1.546, 3.165, -3.497], [0.097, 2.880, -4.401]], "atomic_forces_ev_per_a": [[-0.6873, -0.8099, -0.0650], [0.1869, 0.3886, -0.6437], [-0.0188, -1.0763, -1.0815], [0.3491, 0.6867, -0.5927], [-0.5900, 0.6219, -0.9371], [-0.1978, -1.4342, -0.2756], [-1.2417, 0.4075, 0.3949], [0.5676, -0.1990, -0.4976], [0.5007, 0.5196, -0.3672], [1.1178, 0.8989, 0.2172], [0.0423, -0.0501, -0.0117], [-0.1699, 0.4586, 0.1506], [0.3210, 0.0629, -0.2863], [0.2486, 0.3286, 0.4856], [0.1499, 0.3172, 0.3614], [0.1806, -0.0079, 0.2180], [-0.3051, 0.1661, 0.2570], [0.1757, -0.3946, 0.6383], [0.0089, -0.1684, 0.6673], [0.2820, -0.1503, 0.1031], [-0.4296, 0.0493, -0.0766], [0.1449, -0.6447, 0.1351], [-0.0592, 0.2196, 0.0806], [-0.2522, -0.0359, 0.1497], [-0.2340, -0.0179, 0.0481], [-0.3830, -0.2289, 0.0178], [0.1984, -0.0993, -0.1614], [-0.0513, 0.1616, 0.2120], [-0.0940, -0.2570, 0.2311], [-0.5170, -0.8756, -0.2765], [-0.7490, 0.5809, 0.9701], [1.4887, -0.6810, 0.3536], [-0.2509, -0.0692, -0.9667], [-0.3212, 0.9836, -0.1086], [-0.0956, 0.4973, 0.7062], [1.5151, -0.0465, -0.0523], [-0.2778, 0.0556, -0.1704], [-1.1569, -0.1617, -1.4563], [-0.5771, -0.1004, -0.3155], [-0.1063, 1.0765, -0.4932], [0.0818, -0.0584, -0.3231], [0.2947, 0.3794, -0.2085], [0.0127, 0.2852, 0.3067], [-0.1471, 0.2435, -0.2584], [-0.4971, 0.1381, 0.1200], [-0.1218, -0.0870, 0.3726], [0.1484, -0.0826, 0.2739], [0.2998, -0.5382, 0.1536], [-0.0524, -0.1024, -0.0564], [0.2090, 0.1186, 0.4795], [0.2210, -0.2076, 0.1005], [0.1612, -0.0560, 0.5261], [0.2274, 0.0457, 0.1642], [0.2034, 0.1276, 0.1430], [0.3721, -0.3040, -0.0551], [-0.3472, -0.2929, 0.3559], [0.0456, -0.0812, -0.0636], [0.3274, -0.4031, -0.2868], [1.9529, -0.6669, -0.3370], [-0.9896, 0.3807, 0.4931], [-0.1097, 0.3547, 0.2105], [-0.2136, 0.4572, -0.1373], [-0.5079, 0.2115, 0.0683], [-0.4638, -0.0478, 0.4119], [-0.3155, 0.0386, -0.2982], [-0.0216, 0.9386, -1.2043], [0.0782, 0.0726, 0.2299], [-0.0377, -0.1951, 0.1223], [0.1625, -0.3743, 0.4943], [0.1050, -0.3766, 0.4929], [0.0603, -0.3170, 0.2190], [-0.0596, -0.2653, 0.1039], [-1.0029, -0.7297, 0.8529], [-0.3793, 0.0968, -1.1662], [-0.7467, -0.3988, 0.7224], [0.4523, 0.3381, -0.2367], [-0.4391, -0.4234, -0.1632], [0.0057, 0.0934, 0.0081], [0.6084, -0.0616, 0.2916], [0.4588, -0.0243, 0.0672], [0.3656, 0.2507, -0.3918], [0.2674, 0.2046, -0.4169], [0.1092, 0.0559, 0.6158], [0.2070, 0.1406, -0.3432], [0.1896, 0.1585, -0.0036], [0.7970, 1.1227, -0.4718], [0.4168, -1.0980, 1.0156], [-0.5701, -0.0999, -1.3257], [0.6391, 0.3960, 0.2035], [-0.7044, -0.2779, 0.1611], [0.4804, -0.2805, -0.0750], [-0.0291, 0.4511, -0.1500], [-0.6456, 0.0530, 0.0854], [-0.0071, -0.7928, -0.0299], [-0.2664, 0.0730, -0.1943], [0.0080, 0.2671, -0.0923], [0.1307, -0.1463, 0.7059], [-0.1361, 0.3238, 0.1562]], "lumo_energy_ev": 7.26, "e_homo_ev": 4.77, "mol_weight_g_mol": 806.600, "max_force_ev_per_a": 2.09, "gap_ha": 0.09136, "total_charge": -4}